{
  "formula": "C54H143N11O16",
  "method": "ωB97M-V/def2-TZVPD",
  "homo_ev": -8.3,
  "energy_ev": -107456.20779,
  "de_lowest_ev": 0.000,
  "gap_ev": 8.584,
  "symbols": ["C", "C", "O", "H", "H", "H", "H", "H", "H", "C", "O", "C", "C", "N", "C", "C", "O", "C", "H", "H", "H", "H", "H", "H", "H", "H", "H", "H", "H", "H", "H", "H", "H", "C", "O", "C", "C", "N", "C", "C", "O", "C", "H", "H", "H", "H", "H", "H", "H", "H", "H", "H", "H", "H", "H", "H", "H", "C", "O", "C", "C", "N", "C", "C", "O", "C", "H", "H", "H", "H", "H", "H", "H", "H", "H", "H", "H", "H", "H", "H", "H", "C", "O", "C", "C", "N", "C", "C", "O", "C", "H", "H", "H", "H", "H", "H", "H", "H", "H", "H", "H", "H", "H", "H", "H", "C", "C", "C", "O", "C", "N", "H", "H", "H", "H", "H", "H", "H", "H", "H", "H", "H", "C", "C", "C", "O", "C", "N", "H", "H", "H", "H", "H", "H", "H", "H", "H", "H", "H", "C", "C", "C", "O", "C", "N", "H", "H", "H", "H", "H", "H", "H", "H", "H", "H", "H", "C", "C", "C", "O", "C", "N", "H", "H", "H", "H", "H", "H", "H", "H", "H", "H", "H", "C", "C", "C", "O", "C", "N", "H", "H", "H", "H", "H", "H", "H", "H", "H", "H", "H", "C", "C", "C", "O", "C", "N", "H", "H", "H", "H", "H", "H", "H", "H", "H", "H", "H", "C", "C", "C", "O", "C", "N", "H", "H", "H", "H", "H", "H", "H", "H", "H", "H", "H"],
  "xyz": [[5.028049, 0.060957, 1.361078], [5.216943, -0.302458, 2.804628], [6.472281, -0.954675, 3.037764], [4.101374, 0.639819, 1.399671], [4.778328, -0.785503, 0.720072], [5.899264, 0.581898, 0.972328], [4.371628, -0.875225, 3.204690], [5.226139, 0.586410, 3.448104], [6.603048, -1.060026, 3.982698], [-2.769543, 4.551040, -0.477808], [-2.437040, 4.541848, 0.890003], [-3.403831, 4.872366, 1.844633], [-3.651301, 6.405511, 1.939538], [-2.461921, 7.156817, 2.367154], [-1.689058, 7.668347, 1.240423], [-0.368073, 8.354202, 1.716379], [0.505487, 7.257585, 1.992527], [1.852592, 7.426210, 1.606554], [-3.288676, 3.639535, -0.788508], [-1.846988, 4.612841, -1.051794], [-3.400204, 5.395900, -0.766946], [-3.088675, 4.435194, 2.792054], [-4.403075, 4.472548, 1.622140], [-4.396914, 6.573239, 2.718443], [-4.033871, 6.713209, 0.967530], [-1.792931, 6.519276, 2.794007], [-2.191659, 8.463961, 0.685010], [-1.347984, 6.842478, 0.611205], [-0.364059, 8.984139, 2.607282], [-0.029847, 8.939705, 0.854217], [2.202832, 8.298800, 2.172644], [1.937052, 7.585204, 0.524847], [2.502556, 6.580649, 1.827128], [-2.453133, -2.792203, 6.866778], [-2.860083, -3.655478, 5.846047], [-4.255471, -3.865140, 5.752440], [-4.624976, -4.506039, 4.414298], [-5.625992, -3.678234, 3.696813], [-5.147123, -2.371916, 3.297806], [-4.364247, -2.420421, 1.976193], [-5.243627, -2.769544, 0.935156], [-4.622141, -2.693868, -0.334156], [-2.676669, -3.152913, 7.877316], [-2.837570, -1.765605, 6.817468], [-1.369953, -2.714368, 6.762795], [-4.849215, -2.963283, 5.924199], [-4.600454, -4.567943, 6.518973], [-5.165381, -5.412242, 4.682050], [-3.786214, -4.690972, 3.741546], [-6.000456, -4.207824, 2.922881], [-4.580231, -1.853896, 4.068013], [-5.990371, -1.725305, 3.027042], [-3.560053, -3.159011, 2.093485], [-3.891431, -1.459590, 1.728921], [-5.324552, -2.994957, -1.103392], [-3.699830, -3.279865, -0.366673], [-4.311736, -1.657138, -0.510135], [-11.238042, 5.144395, 1.784409], [-11.305583, 3.752394, 1.612857], [-11.449736, 3.407041, 0.234538], [-11.051088, 1.934784, 0.135377], [-9.645003, 1.717062, -0.170616], [-9.058706, 0.422875, 0.189512], [-7.558393, 0.431132, 0.238574], [-7.067157, 1.323596, 1.207847], [-5.661035, 1.301598, 1.217698], [-11.366075, 5.299382, 2.863228], [-11.929348, 5.815838, 1.270156], [-10.233423, 5.571866, 1.645161], [-10.693393, 3.940393, -0.352388], [-12.416781, 3.543040, -0.250170], [-11.591912, 1.473752, -0.700612], [-11.372780, 1.350807, 1.007883], [-9.059252, 2.436820, 0.237163], [-9.369159, -0.394092, -0.464495], [-9.469144, 0.256275, 1.198300], [-7.212610, 0.634719, -0.785565], [-7.265013, -0.601223, 0.466771], [-5.229032, 1.747433, 2.109906], [-5.273989, 1.861989, 0.348200], [-5.244537, 0.306234, 1.021889], [-1.735448, 0.189446, 3.413978], [-2.447353, 0.451762, 2.234199], [-1.788277, 1.451914, 1.435954], [-1.497405, 0.985898, 0.044880], [-0.369392, 0.064341, 0.020004], [-0.367680, -0.723897, -1.209599], [0.799383, -1.697699, -1.255195], [1.977378, -0.986908, -1.563179], [3.017937, -1.887090, -1.799359], [-2.315610, -0.499413, 4.028932], [-1.565586, 1.073053, 4.041513], [-0.731761, -0.223692, 3.275136], [-0.915278, 1.879389, 1.932127], [-2.545780, 2.239798, 1.422434], [-1.326102, 1.846894, -0.612708], [-2.401529, 0.515765, -0.354141], [0.497256, 0.592514, -0.045617], [-0.405131, -0.124081, -2.126776], [-1.244778, -1.381293, -1.230034], [0.509017, -2.440481, -2.010352], [0.805075, -2.247377, -0.304728], [3.903644, -1.411371, -2.226787], [2.741339, -2.710664, -2.452877], [3.418845, -2.329871, -0.875462], [7.992401, 0.936288, -2.741474], [6.708452, 0.709119, -3.557304], [6.519325, 1.605690, -4.792948], [6.761655, 2.958061, -4.477306], [5.858289, 3.516280, -3.553398], [6.683356, -0.734002, -3.965674], [8.257815, 1.988757, -2.595638], [8.873863, 0.543613, -3.258963], [7.909827, 0.491669, -1.750888], [5.880177, 0.821682, -2.854655], [5.465797, 1.456123, -5.058817], [7.215900, 1.252502, -5.549289], [4.844266, 3.410624, -3.954136], [6.109408, 4.566549, -3.410658], [5.899338, 3.083541, -2.549266], [6.203734, -1.185059, -3.192273], [7.636458, -1.068088, -3.881243], [8.709741, -2.896851, -1.508703], [7.218215, -3.178532, -1.706326], [6.751761, -4.490018, -1.041084], [5.361175, -4.611160, -1.432992], [4.728691, -5.750723, -0.897659], [6.380376, -2.101198, -1.110421], [8.925259, -1.865317, -1.786922], [9.362121, -3.532471, -2.109054], [9.037989, -3.069216, -0.480380], [7.042133, -3.248423, -2.781275], [6.732142, -4.421297, 0.050766], [7.168070, -5.425507, -1.429068], [5.214706, -6.045184, 0.040186], [4.768732, -6.617932, -1.562377], [3.689987, -5.569143, -0.619714], [5.541083, -2.557804, -0.762031], [6.911351, -1.936517, -0.252131], [2.388487, 0.073984, -5.402675], [0.913142, -0.342630, -5.530483], [0.232489, 0.407721, -6.674970], [1.062216, 0.242457, -7.791493], [0.461948, 0.178875, -9.044056], [0.833047, -1.807630, -5.856028], [2.966242, 0.292498, -6.298200], [2.905151, -0.783013, -4.959020], [2.530670, 0.912490, -4.713385], [0.338321, -0.242888, -4.608136], [-0.051113, 1.444897, -6.448683], [-0.766766, -0.022618, -6.834135], [1.203165, -0.013628, -9.815375], [-0.004988, 1.144263, -9.305514], [-0.393093, -0.500177, -9.152295], [1.589172, -1.863878, -6.533108], [1.101847, -2.361687, -5.054178], [1.236531, -7.113500, -3.774641], [2.028112, -5.818852, -3.655772], [2.062112, -5.040733, -4.939414], [2.842893, -3.833427, -4.789598], [4.226831, -3.983956, -4.611360], [1.399090, -4.997653, -2.605116], [0.297000, -6.954140, -4.312380], [1.020095, -7.551409, -2.800686], [1.782084, -7.876988, -4.335003], [3.001097, -6.185357, -3.321295], [1.114943, -4.578920, -5.227694], [2.406930, -5.601425, -5.817296], [4.704318, -4.561741, -5.417681], [4.474515, -4.556342, -3.712521], [4.737308, -3.021600, -4.614394], [1.816154, -4.095184, -2.775085], [0.388829, -4.970151, -2.609748], [2.757123, 4.030324, -0.251884], [1.937043, 2.955828, -0.900367], [1.209380, 3.416850, -2.153852], [0.293938, 2.415383, -2.529167], [-0.314335, 2.683206, -3.769238], [2.791899, 1.775980, -1.124910], [3.478703, 4.536336, -0.897816], [3.273817, 3.717265, 0.661404], [2.160592, 4.825778, 0.221397], [1.218156, 2.678186, -0.111749], [1.952968, 3.542208, -2.948525], [0.759151, 4.355472, -1.810282], [-0.987463, 1.860870, -4.007095], [0.396976, 2.809330, -4.592057], [-0.904473, 3.607529, -3.750421], [2.933265, 1.266683, -0.265113], [2.313018, 1.165534, -1.777466], [-1.561496, -5.382059, 2.314500], [-0.263762, -5.913705, 1.702199], [-0.089412, -7.395580, 1.990508], [0.164816, -7.642951, 3.339093], [1.401351, -7.233707, 3.825297], [-0.430788, -5.636631, 0.265220], [-2.416227, -5.925136, 1.912466], [-1.696050, -4.315962, 2.130097], [-1.569671, -5.493396, 3.404044], [0.624778, -5.391217, 2.073744], [0.742630, -7.757947, 1.362523], [-0.948293, -7.942416, 1.596448], [1.458590, -6.179086, 4.128187], [2.197321, -7.332042, 3.074688], [1.687147, -7.788332, 4.717992], [0.190169, -6.219309, -0.298130], [-0.117949, -4.707024, 0.006095], [0.409129, 4.117328, 3.513780], [0.988872, 3.756328, 4.900335], [0.291917, 4.538844, 5.989940], [1.036372, 4.354970, 7.206383], [0.273801, 4.715760, 8.344543], [0.807388, 2.298014, 5.087052], [-0.434379, 3.529710, 3.149474], [1.096004, 3.715755, 2.745566], [0.459437, 5.169679, 3.230063], [2.076834, 3.825578, 4.907418], [-0.736319, 4.170505, 6.094270], [0.234633, 5.626588, 5.874079], [0.149800, 5.791371, 8.513477], [0.870284, 4.322564, 9.167290], [-0.733388, 4.291886, 8.320977], [-0.172354, 2.140767, 5.299987], [1.384098, 2.065288, 5.888544]],
  "forces_ev_per_a": [[-0.6390, -0.3537, 0.4021], [0.4697, 0.1018, 1.3371], [-0.1565, -0.3444, -0.5701], [0.3096, 0.5218, -0.4618], [0.3195, -0.1667, 0.0880], [-0.2399, 0.2763, -0.1240], [0.0792, -0.3693, -0.3216], [-0.1097, 0.3187, -0.3974], [-0.0649, 0.0115, 0.0372], [-0.3921, 0.0857, -0.0567], [0.8356, -0.2088, -0.1207], [-1.2556, 1.0740, -0.2813], [0.8620, -1.0913, 1.0011], [0.3025, 0.2295, -0.7947], [1.0496, 1.3691, 0.9662], [-0.0688, -1.3792, -0.7297], [0.3195, -0.9041, -0.0672], [-0.1952, 1.0875, 0.1447], [-0.0784, -0.1417, 0.1657], [0.1265, 0.0106, 0.1014], [-0.0031, 0.1285, 0.1048], [0.1838, 0.1508, 0.0589], [0.1224, -0.4865, -0.1873], [-0.3989, -0.1075, -0.2805], [0.0522, 0.4535, 0.0835], [-0.3789, -0.1445, 0.3471], [-0.5915, -0.4181, -0.0551], [-0.1027, 0.2541, -0.4812], [-0.6722, 0.1298, -0.0613], [0.3509, -0.0092, 0.0900], [0.5670, -0.0051, -0.3956], [-0.0337, 0.2573, 0.0312], [-0.5050, -0.2654, 0.4009], [0.6516, 0.2158, 0.3869], [-0.3875, 0.2700, -0.3222], [-0.0766, -0.5373, 0.1036], [-1.2034, 0.8066, -0.4255], [0.1283, -0.0601, 1.2357], [-0.4013, 0.2166, -1.9747], [0.7410, 0.2827, 0.6452], [-0.3744, -0.4582, -0.3203], [0.3161, 0.5433, 0.5581], [-0.0953, -0.2510, -0.0623], [-0.3488, -0.1030, -0.3851], [0.0008, -0.0274, 0.1491], [0.2443, 0.2718, -0.1921], [0.3153, 0.0575, 0.3449], [0.3245, -0.3590, -0.4737], [0.4221, -0.2774, 0.5594], [-0.0104, 0.2526, -0.1973], [0.1083, -0.2637, 0.1348], [-0.2123, -0.0483, 0.4875], [0.0454, -0.0773, -0.3243], [-0.0125, 0.0074, 0.2672], [-0.0675, -0.1586, 0.0381], [-0.0931, -0.3393, -0.0695], [-0.0660, 0.1301, -0.1906], [0.8472, 0.7981, 1.9553], [-0.8767, 0.7389, -1.3128], [1.6902, -1.4432, 0.1988], [-0.2034, -1.0079, -0.9618], [0.9758, 0.6230, -0.6787], [-1.2321, 0.9369, 1.2570], [-0.5067, -0.6258, -0.4781], [0.0626, -0.1164, 0.0920], [0.7145, 0.2294, -1.2314], [-0.3662, 0.0584, -0.1509], [-0.3883, -0.6370, -0.3432], [0.0884, -0.4092, -0.6088], [-0.1635, 0.3017, -0.0848], [-0.3549, 0.3901, 0.6487], [-0.2304, 0.1263, 0.0262], [-0.0151, 0.3598, 0.3408], [-0.1466, -0.0073, 0.1794], [-0.1609, 0.1417, -0.1280], [0.3486, -0.8355, 0.0706], [0.3728, 0.3718, 0.1569], [0.2739, 0.0448, 0.1198], [-0.3245, -0.1589, 0.2023], [-0.0914, 0.2718, 0.1293], [-0.2182, -0.1982, 0.6275], [0.1184, -0.2657, 0.8400], [1.0459, -0.0823, -0.0075], [-1.5145, 0.5509, 0.4758], [0.1145, 0.1821, -0.1157], [0.0987, -0.3452, -0.8166], [-0.1386, -0.8657, 0.3237], [-1.3902, 0.6013, -0.1701], [-0.1952, -0.7013, -0.0288], [1.5007, -0.3774, 0.2991], [-0.0605, -0.1573, -0.1613], [-0.2914, 0.2997, -0.2203], [-0.0781, -0.1786, -0.4341], [0.1739, -0.3215, 0.0311], [0.3258, 0.3144, -0.4057], [0.0444, 0.1641, 0.0759], [0.1134, -0.3279, 0.1055], [-0.0855, 0.2284, 0.3741], [0.1595, 0.1260, -0.0268], [-0.2236, 0.2628, 0.1723], [0.5867, 0.0596, -0.3270], [0.5590, 0.1995, 0.1410], [-0.3747, 0.4451, -0.2128], [-0.0861, 0.1928, -0.1647], [-0.4481, -0.0958, 0.1754], [0.2427, 0.9501, -0.3165], [0.7413, -1.0305, 0.4808], [-0.2674, -0.4931, 1.7513], [0.5828, 0.2935, -0.3106], [-0.1599, -0.0228, -0.0338], [-0.4522, 0.6707, 0.2442], [-0.3718, 0.0587, 0.0022], [-0.1087, -0.2882, -0.0311], [-0.0183, -0.2330, -0.0783], [-0.1886, 0.2754, -0.2070], [0.1068, 0.0421, -0.6089], [-0.1020, 0.3758, -0.2998], [-0.1631, 0.1320, 0.2313], [-0.0103, 0.0546, -0.3630], [0.0001, -0.3549, -0.1048], [0.0382, -0.2713, -0.1147], [0.0413, -0.1278, -0.2568], [-0.0174, -0.0916, 0.1168], [-0.0134, -0.7483, 0.5038], [-1.3393, -0.2586, -1.3089], [-0.3686, 0.2877, 0.1150], [0.2416, -0.3367, 0.7837], [1.1605, -0.4528, 0.4220], [0.0053, 0.0567, 0.0928], [-0.2745, -0.1023, -0.2072], [-0.2047, 0.2253, 0.1348], [-0.2816, -0.0688, 0.0032], [0.6549, -0.0611, 0.0393], [0.8948, 0.2658, 0.3389], [0.0852, -0.0708, -0.0108], [0.0803, 0.0654, -0.2033], [-0.0816, 0.3627, -0.4269], [-0.1970, 0.1258, -0.3158], [-0.3489, 0.7020, 0.0583], [0.3032, -0.1806, 1.3406], [-0.0066, -0.7136, -0.5898], [-1.1336, -0.4626, 0.3887], [0.3986, -0.2224, -0.1547], [-1.1596, 1.1670, -0.6959], [-0.0684, 1.2699, -0.5838], [-0.6249, 0.0201, -0.3862], [0.0773, 0.1556, 0.2380], [-0.0838, 0.0630, -0.0250], [0.2287, 0.5140, 0.1074], [0.8479, 0.2990, -0.0604], [0.2217, -0.4859, -0.1998], [0.1681, -0.2368, 0.2201], [0.2532, 0.1390, 0.0430], [0.3695, -0.5448, 0.4317], [-0.1300, -0.8740, -0.0533], [0.3452, 0.1720, 0.0503], [-0.2529, -0.3573, -0.7185], [-1.7466, -1.1562, 0.7333], [0.9922, 1.2095, -0.7739], [-0.1280, 0.0227, -0.0665], [0.7926, -1.0373, -0.2197], [1.5017, -0.3011, 0.1715], [-0.0891, 0.0049, 0.1605], [-0.0070, 0.2028, 0.0919], [0.0590, 0.1141, -0.0645], [0.3110, 0.7601, -0.0469], [-0.4272, -0.6857, 0.3147], [0.2474, -0.1735, 0.1861], [-0.3248, 0.0511, -0.2704], [-0.0455, 0.3875, 0.2510], [-0.3686, 0.1859, 0.2268], [-0.6467, 0.4003, 0.4457], [-0.0118, 0.0139, -0.4841], [0.2622, 1.6506, 0.9802], [0.4652, -1.1066, 1.1594], [0.8620, -0.5541, 1.1894], [-0.1505, 0.1754, -0.1416], [-0.3644, 0.2554, -0.2488], [-0.2456, 0.6283, -0.9989], [0.0480, -0.2842, -0.1410], [0.2953, -0.7038, -0.4256], [-0.4397, -0.0178, -0.6487], [-0.5972, 0.2285, -0.4113], [-0.0690, 0.4039, -0.0802], [-0.4100, 0.1433, -0.7712], [0.0621, -0.0633, 0.0588], [0.2621, -0.1971, 0.1384], [-0.0615, 0.0201, 0.2028], [-0.0153, -0.0883, -0.0177], [0.1157, -0.2849, 0.1908], [0.4408, 0.0198, 1.1286], [-0.9433, 0.9526, -0.4696], [0.7406, 0.5031, -1.3121], [-0.8474, -0.6752, 0.4388], [1.0680, 0.7816, -0.0379], [0.7018, -0.8578, -0.8473], [0.0470, -0.0092, -0.1456], [0.0892, -0.0079, -0.2233], [0.0217, -0.0885, -0.0429], [-0.1377, 0.0512, 0.2961], [0.2262, -0.0071, 0.1789], [-0.2661, -0.1007, 0.7027], [-0.4522, 0.0631, -0.0964], [-0.0489, -0.3181, -0.0426], [-0.2865, -0.3633, -0.1387], [-0.0680, -0.0607, 0.1567], [-0.1538, 0.1525, 0.4092], [1.9706, -0.5955, -1.2174], [-1.0133, -0.7639, -1.2033], [0.9907, 0.5324, 1.0019], [-1.0087, -0.0833, -0.2844], [0.6507, -0.2258, 0.2491], [0.2299, 0.5936, 0.0056], [-0.8227, 0.6316, 0.8619], [0.4187, -0.0614, 0.3980], [-0.8440, 0.1259, 0.4443], [-0.0594, 0.8980, 0.0712], [-0.0262, -0.1262, 0.0546], [-0.0236, -0.0123, -0.7063], [0.2054, 0.1400, -0.4009], [-0.4128, -0.0008, 0.2839], [0.0614, -0.2811, 0.0529], [0.1179, -0.3118, 0.2272], [-0.4159, -0.3723, 0.1491]],
  "lowdin_charge": [-0.078, -0.326, -0.088, 0.065, 0.053, 0.086, 0.112, 0.109, 0.075, -0.098, -0.222, -0.223, -0.185, -0.048, -0.203, -0.185, -0.247, -0.113, 0.083, 0.080, 0.087, 0.120, 0.116, 0.109, 0.107, 0.094, 0.117, 0.110, 0.124, 0.113, 0.091, 0.089, 0.075, -0.134, -0.184, -0.223, -0.166, -0.064, -0.190, -0.230, -0.197, -0.100, 0.086, 0.083, 0.087, 0.116, 0.118, 0.112, 0.088, 0.103, 0.108, 0.117, 0.100, 0.097, 0.088, 0.085, 0.072, -0.142, -0.171, -0.212, -0.220, -0.075, -0.210, -0.250, -0.162, -0.110, 0.086, 0.087, 0.085, 0.120, 0.120, 0.112, 0.116, 0.102, 0.122, 0.120, 0.131, 0.119, 0.089, 0.085, 0.069, -0.118, -0.196, -0.197, -0.203, -0.013, -0.207, -0.223, -0.177, -0.104, 0.076, 0.061, 0.094, 0.106, 0.100, 0.104, 0.120, 0.088, 0.108, 0.118, 0.108, 0.128, 0.085, 0.054, 0.085, -0.063, -0.410, -0.189, -0.193, -0.117, 0.045, 0.072, 0.077, 0.063, 0.119, 0.113, 0.126, 0.085, 0.088, 0.078, 0.012, 0.045, -0.052, -0.407, -0.155, -0.252, -0.116, 0.062, 0.062, 0.081, 0.083, 0.121, 0.129, 0.132, 0.084, 0.085, 0.080, 0.036, 0.077, -0.044, -0.378, -0.223, -0.190, -0.120, 0.052, 0.078, 0.065, 0.066, 0.118, 0.108, 0.121, 0.087, 0.086, 0.089, 0.069, 0.032, -0.065, -0.431, -0.166, -0.242, -0.104, 0.068, 0.083, 0.074, 0.080, 0.118, 0.124, 0.133, 0.094, 0.065, 0.080, 0.012, 0.077, -0.074, -0.438, -0.191, -0.200, -0.112, 0.076, 0.082, 0.079, 0.058, 0.124, 0.132, 0.128, 0.086, 0.081, 0.089, 0.042, 0.045, -0.072, -0.429, -0.223, -0.161, -0.129, 0.034, 0.085, 0.061, 0.076, 0.129, 0.120, 0.134, 0.085, 0.089, 0.087, 0.047, 0.051, -0.046, -0.404, -0.203, -0.197, -0.120, 0.041, 0.051, 0.070, 0.058, 0.140, 0.122, 0.129, 0.084, 0.087, 0.083, 0.051, 0.069]
}